# 1
2 unconnected molecules or ions with the total composition C9H14O. Source: the OMol25 dataset; level of theory: ωB97M-V/def2-TZVPD.

Results
E	-11605.0461	eV
F_max	7.03	eV/Å
energy above the lowest of the compared OMol25 structures with the same formula, charge and spin	2.591	eV
net charge	0
structure (SMILES)	Cc1ccc(O)cc1.CC
Kohn-Sham gap	9.34	eV

```
24
C9H14O, DFT ωB97M-V/def2-TZVPD
C -2.83 -0.74 -0.28
C -1.65 -0.41 0.59
C -1.86 -0.53 1.86
C -0.80 -0.37 2.81
C 0.47 -0.21 2.34
O 1.63 0.08 3.02
C 0.77 -0.04 0.92
C -0.39 -0.29 0.03
H -2.42 -1.26 -1.18
H -3.18 0.23 -0.53
H -3.55 -1.46 0.24
H -2.84 -0.83 2.30
H -0.97 -0.29 3.91
H 1.63 -0.28 4.03
H 1.71 0.40 0.76
H -0.20 0.07 -1.04
C 1.81 1.39 -2.18
C 1.66 -0.01 -2.77
H 2.42 2.09 -2.85
H 0.99 1.98 -1.91
H 2.51 1.36 -1.24
H 1.62 0.01 -3.85
H 2.68 -0.44 -2.62
H 0.80 -0.44 -2.35
```

The Mulliken scheme yields these atomic charges, measured in e: number 1, C, carries -1.383; number 2, C, carries 0.629; number 3, C, carries -0.382; number 4, C, carries -0.749; number 5, C, carries 0.501; number 6, O, carries -0.545; number 7, C, carries -0.421; number 8, C, carries -0.192; number 9, H, carries 0.322; number 10, H, carries 0.319; number 11, H, carries 0.353; number 12, H, carries 0.259; number 13, H, carries 0.252; number 14, H, carries 0.347; number 15, H, carries 0.340; number 16, H, carries 0.135; number 17, C, carries -0.903; number 18, C, carries -0.655; number 19, H, carries 0.328; number 20, H, carries 0.389; number 21, H, carries 0.183; number 22, H, carries 0.337; number 23, H, carries 0.211; number 24, H, carries 0.325

***

# 2
2 unconnected molecules or ions with the total composition C9H14O. Source: the OMol25 dataset; level of theory: ωB97M-V/def2-TZVPD.

Results
E	-11605.6751	eV
F_max	5.33	eV/Å
energy above the lowest of the compared OMol25 structures with the same formula, charge and spin	1.962	eV
net charge	0
structure (SMILES)	Cc1ccc(O)cc1.CC
Kohn-Sham gap	8.93	eV

```
24
C9H14O, DFT ωB97M-V/def2-TZVPD
C -1.77 1.50 -2.33
C -0.46 1.30 -1.60
C 0.82 1.45 -2.08
C 1.89 0.95 -1.26
C 1.55 0.40 -0.02
O 2.52 -0.11 0.84
C 0.22 0.46 0.61
C -0.70 0.93 -0.21
H -1.81 1.98 -3.29
H -2.29 2.28 -1.62
H -2.31 0.45 -2.30
H 1.01 1.94 -3.04
H 2.90 0.88 -1.76
H 3.44 0.07 0.46
H 0.30 0.17 1.64
H -1.78 0.91 0.07
C -1.25 -2.14 2.29
C -1.94 -3.36 2.74
H -1.81 -1.80 1.36
H -1.17 -1.31 2.91
H -0.25 -2.32 1.83
H -3.06 -3.33 2.57
H -1.61 -3.75 3.70
H -1.89 -4.16 2.00
```

The Mulliken scheme yields these atomic charges, measured in e: number 1, C, carries -1.260; number 2, C, carries 0.463; number 3, C, carries -0.562; number 4, C, carries -0.626; number 5, C, carries 0.890; number 6, O, carries -0.542; number 7, C, carries -0.806; number 8, C, carries -0.197; number 9, H, carries 0.383; number 10, H, carries 0.271; number 11, H, carries 0.243; number 12, H, carries 0.376; number 13, H, carries 0.202; number 14, H, carries 0.311; number 15, H, carries 0.580; number 16, H, carries 0.261; number 17, C, carries -0.621; number 18, C, carries -1.037; number 19, H, carries 0.169; number 20, H, carries 0.325; number 21, H, carries 0.272; number 22, H, carries 0.285; number 23, H, carries 0.308; number 24, H, carries 0.311

***

# 3
2 unconnected molecules or ions with the total composition C9H14O. Source: the OMol25 dataset; level of theory: ωB97M-V/def2-TZVPD.

Results
E	-11607.0538	eV
F_max	1.58	eV/Å
energy above the lowest of the compared OMol25 structures with the same formula, charge and spin	0.583	eV
net charge	0
structure (SMILES)	Cc1ccc(O)cc1.CC
Kohn-Sham gap	9.32	eV

```
24
C9H14O, DFT ωB97M-V/def2-TZVPD
C 2.10 1.19 1.84
C 1.17 0.29 1.03
C 1.72 -0.35 -0.08
C 1.03 -1.35 -0.75
C -0.26 -1.64 -0.34
O -0.97 -2.67 -0.92
C -0.85 -1.04 0.77
C -0.11 -0.07 1.43
H 1.61 1.44 2.77
H 2.28 2.12 1.31
H 3.01 0.64 2.05
H 2.73 -0.08 -0.35
H 1.50 -1.98 -1.49
H -0.54 -2.90 -1.72
H -1.65 -1.54 1.28
H -0.46 0.42 2.33
C -2.38 2.09 -1.38
C -0.94 2.47 -1.04
H -2.79 2.79 -2.11
H -2.46 1.11 -1.85
H -2.97 2.07 -0.47
H -0.67 2.52 0.01
H -0.15 1.82 -1.43
H -0.67 3.38 -1.58
```

The Mulliken scheme yields these atomic charges, measured in e: number 1, C, carries -1.515; number 2, C, carries 0.494; number 3, C, carries -0.509; number 4, C, carries -0.698; number 5, C, carries 0.899; number 6, O, carries -0.541; number 7, C, carries -0.744; number 8, C, carries -0.205; number 9, H, carries 0.361; number 10, H, carries 0.308; number 11, H, carries 0.406; number 12, H, carries 0.379; number 13, H, carries 0.332; number 14, H, carries 0.284; number 15, H, carries 0.438; number 16, H, carries 0.302; number 17, C, carries -0.864; number 18, C, carries -0.743; number 19, H, carries 0.337; number 20, H, carries 0.222; number 21, H, carries 0.263; number 22, H, carries 0.215; number 23, H, carries 0.198; number 24, H, carries 0.380

***

# 4
A single C9H14O2 molecule. Source: the OMol25 dataset; level of theory: ωB97M-V/def2-TZVPD.

Results
E	-13653.0302	eV
F_max	5.20	eV/Å
energy above the lowest of the compared OMol25 structures with the same formula, charge and spin	2.626	eV
net charge	0
structure (SMILES)	O=C(O)[C@H]1CC[C@H]2CCC[C@@H]21
Kohn-Sham gap	10.61	eV

```
25
C9H14O2, DFT ωB97M-V/def2-TZVPD
O 1.41 2.61 0.82
C 0.40 2.57 0.10
O -0.13 3.67 -0.46
C -0.30 1.30 -0.31
C 0.22 0.94 -1.65
C 0.29 -0.76 -1.95
C -0.15 -1.23 -0.55
C 0.36 -2.33 0.38
C -0.11 -1.73 1.89
C -0.56 -0.18 1.79
C 0.14 0.07 0.42
H -0.95 3.38 -0.76
H -1.39 1.31 -0.46
H 1.22 1.34 -1.88
H -0.44 1.36 -2.43
H 1.30 -1.06 -2.19
H -0.52 -1.12 -2.58
H -1.23 -1.17 -0.43
H 1.43 -2.52 0.42
H 0.00 -3.33 0.24
H -0.97 -2.30 2.27
H 0.71 -1.86 2.57
H -0.28 0.71 2.36
H -1.66 -0.03 1.66
H 1.23 0.38 0.70
```

The Mulliken scheme yields these atomic charges, measured in e: number 1, O, carries -0.574; number 2, C, carries 0.341; number 3, O, carries -0.459; number 4, C, carries -0.093; number 5, C, carries -0.779; number 6, C, carries -0.918; number 7, C, carries 0.297; number 8, C, carries -0.922; number 9, C, carries -0.680; number 10, C, carries -0.966; number 11, C, carries -0.189; number 12, H, carries 0.394; number 13, H, carries 0.424; number 14, H, carries 0.347; number 15, H, carries 0.380; number 16, H, carries 0.364; number 17, H, carries 0.331; number 18, H, carries 0.313; number 19, H, carries 0.329; number 20, H, carries 0.395; number 21, H, carries 0.354; number 22, H, carries 0.350; number 23, H, carries 0.376; number 24, H, carries 0.311; number 25, H, carries 0.276

***

# 5
2 unconnected molecules or ions with the total composition C9H14S. Source: the OMol25 dataset; level of theory: ωB97M-V/def2-TZVPD.

Results
E	-20394.1866	eV
F_max	2.97	eV/Å
energy above the lowest of the compared OMol25 structures with the same formula, charge and spin	1.099	eV
net charge	0
structure (SMILES)	Cc1ccccc1.CCS
Kohn-Sham gap	9.59	eV

```
24
C9H14S, DFT ωB97M-V/def2-TZVPD
C -1.58 -2.64 -0.54
C -0.91 -1.70 0.42
C -1.66 -0.73 1.05
C -1.11 0.07 2.08
C 0.24 0.01 2.31
C 1.04 -0.98 1.69
C 0.46 -1.83 0.80
H -2.64 -2.41 -0.57
H -1.41 -3.65 -0.18
H -1.18 -2.63 -1.56
H -2.66 -0.39 0.80
H -1.72 0.81 2.57
H 0.72 0.63 3.06
H 2.10 -0.95 1.93
H 1.14 -2.23 0.04
C 1.06 3.34 -1.07
C 1.46 2.03 -1.71
S 0.31 0.64 -1.83
H 1.63 4.14 -1.57
H 1.61 3.45 -0.12
H 0.01 3.59 -0.95
H 1.33 2.24 -2.79
H 2.52 1.80 -1.62
H -0.19 0.54 -0.61
```

The Mulliken scheme yields these atomic charges, measured in e: number 1, C, carries -1.387; number 2, C, carries 0.859; number 3, C, carries -0.239; number 4, C, carries -0.610; number 5, C, carries -0.361; number 6, C, carries -0.567; number 7, C, carries -0.164; number 8, H, carries 0.362; number 9, H, carries 0.343; number 10, H, carries 0.272; number 11, H, carries 0.214; number 12, H, carries 0.342; number 13, H, carries 0.361; number 14, H, carries 0.370; number 15, H, carries 0.220; number 16, C, carries -1.023; number 17, C, carries -0.365; number 18, S, carries -0.162; number 19, H, carries 0.331; number 20, H, carries 0.284; number 21, H, carries 0.339; number 22, H, carries 0.226; number 23, H, carries 0.373; number 24, H, carries -0.017

***

# 6
2 unconnected molecules or ions with the total composition C9H14S. Source: the OMol25 dataset; level of theory: ωB97M-V/def2-TZVPD.

Results
E	-20392.6763	eV
F_max	5.83	eV/Å
energy above the lowest of the compared OMol25 structures with the same formula, charge and spin	2.610	eV
net charge	0
structure (SMILES)	Cc1ccccc1.CCS
Kohn-Sham gap	9.64	eV

```
24
C9H14S, DFT ωB97M-V/def2-TZVPD
C 0.40 2.46 -0.16
C 1.18 1.22 -0.44
C 1.95 0.87 -1.63
C 2.74 -0.33 -1.74
C 2.99 -0.94 -0.48
C 2.34 -0.59 0.65
C 1.45 0.41 0.73
H -0.67 2.11 0.14
H 0.39 3.06 -1.09
H 0.84 3.13 0.61
H 2.02 1.68 -2.21
H 2.96 -0.67 -2.66
H 3.90 -1.61 -0.20
H 2.73 -1.16 1.46
H 1.01 0.67 1.75
C -2.93 -0.24 1.06
C -3.14 -1.35 0.13
S -3.05 -3.07 1.02
H -3.05 0.75 0.61
H -1.90 -0.12 1.31
H -3.51 -0.14 1.95
H -4.20 -1.44 -0.31
H -2.24 -1.23 -0.59
H -2.21 -3.51 0.08
```

The Mulliken scheme yields these atomic charges, measured in e: number 1, C, carries -1.023; number 2, C, carries 0.711; number 3, C, carries -0.580; number 4, C, carries -0.706; number 5, C, carries -0.243; number 6, C, carries -0.394; number 7, C, carries -0.280; number 8, H, carries 0.109; number 9, H, carries 0.358; number 10, H, carries 0.288; number 11, H, carries 0.420; number 12, H, carries 0.507; number 13, H, carries 0.205; number 14, H, carries 0.340; number 15, H, carries 0.287; number 16, C, carries -1.087; number 17, C, carries -0.379; number 18, S, carries -0.244; number 19, H, carries 0.314; number 20, H, carries 0.270; number 21, H, carries 0.430; number 22, H, carries 0.284; number 23, H, carries 0.286; number 24, H, carries 0.128

***

# 7
A single C9H15BO3 molecule. Source: the OMol25 dataset; level of theory: ωB97M-V/def2-TZVPD.

Results
E	-16392.1587	eV
F_max	5.06	eV/Å
net charge	0
Kohn-Sham gap (alpha / beta)	6.17 / 8.17	eV
spin multiplicity	3

```
28
C9H15BO3, DFT ωB97M-V/def2-TZVPD
B -2.66 1.29 0.07
C 0.16 0.44 -0.54
C -0.34 0.41 -1.82
C 1.28 -0.43 -0.05
C 1.54 -0.57 1.27
C -0.25 -0.72 -2.63
C -1.32 1.84 0.70
C -0.74 1.75 -2.47
C 2.36 -2.50 2.64
C 2.68 -1.22 1.99
O -0.15 1.21 0.47
O -3.75 2.01 0.26
O -2.49 0.07 -0.55
H 1.84 -0.90 -0.90
H 0.82 -0.08 1.91
H -0.02 -1.62 -2.09
H -0.52 -0.69 -3.60
H -1.29 2.37 1.55
H -1.29 1.56 -3.30
H 0.15 2.31 -2.79
H -1.25 2.28 -1.68
H 1.42 -2.21 3.30
H 2.04 -3.18 1.88
H 3.22 -2.81 3.14
H 2.90 -0.57 2.87
H 3.51 -1.28 1.28
H -4.55 1.58 -0.19
H -3.30 -0.35 -0.73
```

The Mulliken scheme yields these atomic charges, measured in e: number 1, B, carries 0.501; number 2, C, carries 0.753; number 3, C, carries 0.910; number 4, C, carries -0.662; number 5, C, carries -0.332; number 6, C, carries -1.454; number 7, C, carries -0.581; number 8, C, carries -1.246; number 9, C, carries -1.043; number 10, C, carries -0.572; number 11, O, carries -0.486; number 12, O, carries -0.503; number 13, O, carries -0.487; number 14, H, carries 0.352; number 15, H, carries 0.379; number 16, H, carries 0.383; number 17, H, carries 0.386; number 18, H, carries 0.592; number 19, H, carries 0.415; number 20, H, carries 0.294; number 21, H, carries 0.289; number 22, H, carries 0.251; number 23, H, carries 0.307; number 24, H, carries 0.363; number 25, H, carries 0.265; number 26, H, carries 0.376; number 27, H, carries 0.288; number 28, H, carries 0.261

***

# 8
A molecular structure, C9H15Br2F8InNO. Source: the OMol25 dataset; level of theory: ωB97M-V/def2-TZVPD.

Results
E	-180114.7586	eV
F_max	0.69	eV/Å
energy above the lowest of the compared OMol25 structures with the same formula, charge and spin	0.125	eV
net charge	-1
Kohn-Sham gap	6.88	eV

```
37
C9H15Br2F8InNO, DFT ωB97M-V/def2-TZVPD
N 2.80 -1.47 3.60
C 1.68 -0.66 4.16
In 0.26 -0.02 2.58
Br 1.51 1.91 1.24
C -1.69 0.81 3.24
C -2.88 -0.06 2.85
C -3.02 -1.36 3.61
Br -3.12 -1.13 5.54
H 3.21 -0.96 2.82
H 2.42 -2.31 3.18
H 2.13 0.21 4.64
H 1.20 -1.24 4.94
H 0.14 -1.33 1.40
H -1.82 1.79 2.78
H -1.69 0.97 4.31
H -3.82 0.50 2.99
H -2.83 -0.34 1.80
H -3.94 -1.86 3.34
H -2.20 -2.04 3.40
C 0.05 1.66 -2.99
C -0.68 0.43 -2.43
C 0.14 -0.51 -1.54
F 1.14 -1.09 -2.24
F -0.69 -1.49 -1.11
F -1.27 -0.27 -3.43
F -1.66 0.92 -1.63
O 0.50 1.58 -4.34
C 1.75 1.16 -4.66
C 1.68 -0.04 -5.61
F 1.09 -1.09 -5.01
F 2.95 -0.40 -5.95
F 2.53 0.90 -3.60
F 2.35 2.15 -5.37
H -0.72 2.43 -3.02
H 0.83 2.00 -2.31
H 0.54 0.04 -0.68
H 1.13 0.22 -6.51
```

The Mulliken scheme yields these atomic charges, measured in e: number 1, N, carries -0.718; number 2, C, carries -0.730; number 3, In, carries 0.753; number 4, Br, carries -0.631; number 5, C, carries -1.108; number 6, C, carries -0.400; number 7, C, carries -0.560; number 8, Br, carries -0.232; number 9, H, carries 0.265; number 10, H, carries 0.251; number 11, H, carries 0.259; number 12, H, carries 0.334; number 13, H, carries -0.395; number 14, H, carries 0.328; number 15, H, carries 0.423; number 16, H, carries 0.363; number 17, H, carries 0.194; number 18, H, carries 0.401; number 19, H, carries 0.280; number 20, C, carries -0.834; number 21, C, carries 0.907; number 22, C, carries 0.680; number 23, F, carries -0.262; number 24, F, carries -0.224; number 25, F, carries -0.302; number 26, F, carries -0.301; number 27, O, carries -0.418; number 28, C, carries 0.864; number 29, C, carries 0.179; number 30, F, carries -0.213; number 31, F, carries -0.265; number 32, F, carries -0.275; number 33, F, carries -0.321; number 34, H, carries 0.397; number 35, H, carries 0.422; number 36, H, carries -0.338; number 37, H, carries 0.227